42
Properties=species:S:1:pos:R:3:nbo_charge:R:1 method="wB97M-V/def2-TZVPD" total_charge=0 molar_mass_g_mol=245.269 homo_energy_ev=-8.345 e_tot_ha=-938.5604 e_above_lowest_kcal_mol=73.02 smiles="C=CC(=C)NC.O.O.O.O.O.O.O.O.O"
C -1.7544 2.5539 3.0360 -0.382
C -0.8759 1.9523 2.2393 -0.223
C -0.9129 1.9299 0.7548 0.130
C -1.8650 1.2586 0.1177 -0.483
N 0.1497 2.6202 0.1205 -0.668
C -0.3882 3.5707 -0.9171 -0.424
H -2.6118 3.0706 2.6230 0.200
H -1.5415 2.5457 4.0870 0.198
H 0.0218 1.5527 2.7109 0.214
H -1.7770 1.1412 -0.9590 0.205
H -2.6072 0.5973 0.5362 0.218
H 0.7171 3.1385 0.7767 0.410
H -1.4512 3.4502 -1.0796 0.217
H 0.0156 4.5780 -0.8365 0.207
H 0.0798 3.2293 -1.8530 0.174
O 3.5352 -1.8739 0.5705 -0.988
H 2.9429 -1.1020 0.6908 0.505
H 4.4486 -1.5986 0.7126 0.462
O 2.7380 3.2254 1.1314 -0.962
H 2.9614 3.5912 1.9934 0.483
H 3.3178 2.5061 0.8773 0.490
O -1.0723 -3.7016 -2.5015 -0.977
H -1.0461 -4.2580 -1.7196 0.487
H -0.1967 -3.5801 -2.8831 0.495
O 1.5599 -2.1556 -2.8519 -0.970
H 2.3306 -2.7168 -3.0011 0.477
H 1.9202 -1.2635 -2.9555 0.494
O -0.9248 -1.0429 -1.6885 -0.969
H -0.3197 -1.6651 -1.2509 0.486
H -1.3713 -1.6262 -2.3160 0.498
O -0.5777 -3.1579 0.8753 -0.969
H 0.3837 -3.1382 0.8011 0.486
H -0.7804 -3.7110 1.6368 0.485
O 1.3667 -0.1974 1.0789 -0.987
H 1.1274 0.3787 0.3213 0.512
H 0.5958 -0.7830 1.1445 0.478
O 1.2377 0.5198 -1.5945 -1.007
H 0.9843 1.4527 -1.4631 0.496
H 0.5559 0.0397 -2.0933 0.504
O -3.7800 -2.6010 1.2585 -0.940
H -4.0466 -2.5058 0.3294 0.466
H -2.8623 -2.3095 1.1787 0.475